[1]
Density functional theory data (ωB97M-V/def2-TZVPD) for a molecular structure, C27H47FN4S3 in a non-equilibrium geometry.

Atoms and positions in Å:
N -8.746145 1.065315 -2.094480
C -7.323674 0.774156 -2.353752
C -7.181324 -0.666327 -2.903926
C -5.992439 -1.464014 -2.309182
C -5.176227 -2.118469 -3.435707
C -4.112435 -1.211420 -4.056287
C -2.982752 -0.707503 -3.165824
C -2.155589 -1.568080 -2.336952
C -2.379776 -3.070196 -2.252399
C -3.283268 -3.526072 -1.100406
C -2.736087 -3.268584 0.316202
S -4.129879 -3.021106 1.490741
C -1.115667 -1.065729 -1.620993
F -0.328626 -1.886344 -0.897061
C -0.771443 0.310925 -1.630028
N 0.207665 0.923555 -0.986765
S 0.078030 2.484475 -1.442597
N -1.169362 2.392642 -2.413044
C -1.592256 1.127370 -2.449916
C -2.689096 0.623397 -3.200618
N -3.425019 1.587145 -4.000315
C -3.939194 2.462836 -3.324309
S -4.642145 3.535180 -2.453776
H -9.032975 0.544973 -1.273908
H -8.803696 2.048501 -1.850777
H -6.970731 1.464759 -3.110447
H -6.722674 0.818841 -1.443127
H -7.070225 -0.563472 -3.982660
H -8.117431 -1.194603 -2.745916
H -5.373802 -0.833702 -1.672602
H -6.447733 -2.266670 -1.733350
H -5.895265 -2.325027 -4.228097
H -4.787571 -3.087653 -3.154819
H -4.635685 -0.336338 -4.429845
H -3.655033 -1.686938 -4.925626
H -2.823155 -3.380503 -3.194207
H -1.403892 -3.544416 -2.195976
H -3.395757 -4.606034 -1.206017
H -4.281739 -3.114879 -1.155777
H -2.130329 -2.378889 0.394571
H -2.243494 -4.144470 0.719167
H -4.674358 -1.882703 1.032109
C 2.924403 -1.685015 -0.843259
C 3.162059 -2.755328 0.219408
C 2.896781 -2.266476 1.640958
C 3.793526 -1.119595 2.102643
C 5.293558 -1.403670 2.050529
C 5.728182 -2.547472 2.962124
H 3.602012 -0.837123 -0.726400
H 3.087200 -2.099253 -1.840523
H 1.904670 -1.312837 -0.795892
H 4.182413 -3.139734 0.132068
H 2.498922 -3.601598 0.018479
H 2.994337 -3.110167 2.330887
H 1.854487 -1.939528 1.714241
H 3.519353 -0.858063 3.130445
H 3.580972 -0.233611 1.501252
H 5.825705 -0.496017 2.351266
H 5.604873 -1.613125 1.023513
H 5.458179 -2.341664 4.000011
H 6.809971 -2.682842 2.918845
H 5.267905 -3.492788 2.670909
C 5.756639 4.498760 5.203896
C 5.721743 3.326909 4.226987
C 5.826811 3.751711 2.763489
C 4.685818 4.639938 2.263808
C 3.290711 4.036144 2.412878
C 3.102267 2.750767 1.613555
H 4.909134 5.170475 5.059467
H 5.718423 4.140602 6.233642
H 6.674955 5.077352 5.084747
H 4.811569 2.742469 4.388186
H 6.557239 2.658722 4.452200
H 5.891105 2.855221 2.139770
H 6.770500 4.286403 2.615878
H 4.863218 4.868209 1.208013
H 4.713313 5.600523 2.785970
H 2.558160 4.773281 2.072467
H 3.066837 3.849293 3.466601
H 3.287099 2.922194 0.550067
H 2.081790 2.377833 1.720717
H 3.775412 1.965172 1.954854

Cartesian forces, eV/Å:
N 0.533 0.370 -0.090
C -0.684 -1.205 0.096
C 0.439 0.844 0.099
C -0.612 -0.299 -0.958
C -0.206 0.122 -0.140
C 0.213 -0.059 0.445
C -0.144 0.190 -0.022
C -0.039 -0.425 0.150
C -0.142 0.598 -0.270
C 0.674 -0.463 0.291
C -1.378 0.520 -0.097
S 0.005 -0.363 0.411
C 0.170 -0.027 0.028
F -0.084 0.001 -0.043
C -0.673 -1.041 -0.234
N 0.140 0.836 -0.118
S 0.311 -0.674 0.394
N -0.549 0.455 -0.440
C 0.624 0.682 0.232
C 0.071 0.058 -0.439
N 0.046 -0.180 1.162
C -0.058 -0.181 -0.559
S -0.120 0.328 0.012
H -0.123 0.006 0.021
H -0.292 -0.020 0.057
H 0.219 0.307 0.166
H 0.195 0.453 -0.005
H 0.009 -0.226 -0.135
H -0.079 -0.089 0.081
H 0.086 -0.037 0.152
H 0.293 -0.010 0.462
H 0.026 -0.171 -0.161
H 0.133 -0.064 0.150
H 0.058 0.145 -0.149
H -0.035 -0.171 -0.064
H 0.025 -0.184 -0.074
H 0.047 -0.169 0.141
H -0.179 -0.080 -0.024
H -0.046 0.263 -0.215
H 0.361 -0.087 -0.067
H 0.396 0.058 0.040
H 0.284 -0.030 -0.252
C 0.181 -0.139 -0.040
C -0.096 0.072 -0.079
C 0.000 -0.096 0.070
C 0.002 0.049 -0.010
C -0.007 0.009 0.133
C 0.072 0.031 -0.112
H -0.003 -0.001 0.011
H -0.008 0.044 -0.016
H 0.002 0.093 0.034
H -0.003 -0.016 0.042
H 0.030 -0.022 -0.002
H 0.012 0.013 0.007
H -0.002 -0.001 -0.029
H 0.016 0.014 -0.002
H -0.028 0.010 -0.026
H 0.005 0.005 -0.046
H -0.021 0.010 -0.011
H -0.031 -0.026 0.001
H -0.004 -0.027 0.034
H -0.015 -0.003 0.025
C -0.063 -0.115 0.027
C 0.090 0.084 0.025
C -0.011 -0.055 -0.054
C 0.014 0.044 0.075
C -0.007 0.014 -0.160
C -0.129 0.072 0.101
H 0.017 0.023 -0.005
H 0.010 0.039 0.012
H -0.017 0.031 -0.018
H 0.003 -0.012 -0.028
H -0.029 -0.037 -0.005
H -0.007 0.014 -0.009
H 0.008 -0.007 0.020
H -0.021 -0.004 -0.006
H 0.022 -0.007 0.004
H -0.008 0.010 0.044
H 0.022 0.014 0.007
H 0.046 -0.025 0.003
H 0.021 -0.057 -0.032
H 0.022 -0.026 -0.024

Results
DFT total energy = -2570.41793 a.u.
Net charge = 0
E_LUMO = -0.80 eV
HOMO energy = -8.877 eV
HOMO-LUMO gap = 8.072 eV

Atom charges from the Mulliken analysis, given in e for atoms 1 to 2: atom 1 (N): -0.76, atom 2 (C): -0.19

---

[2]
Density functional theory data (ωB97M-V/def2-TZVPD) for a molecular structure, C27H48Al2BrClF4I2N5NaO14P2Ta in a non-equilibrium geometry.

Atoms and positions in Å:
C 2.031118 2.656137 0.093476
C 0.551980 2.803732 -0.487089
O -0.327768 3.302799 0.268101
O 0.110511 2.391712 -1.792934
C -0.025540 0.938169 -1.915761
C -0.755699 0.223458 -0.666317
C 0.374127 -0.601717 0.129037
Ta -0.391329 -2.105706 1.697171
I -1.256148 -3.899181 3.809890
C 1.545740 -3.341390 1.441488
O 2.605514 -2.657045 0.703565
O 2.787303 -3.284974 -0.499382
C -1.543018 -3.390917 0.154819
O -2.275609 -4.368566 0.541208
O -1.462772 -3.141916 -1.205205
P -2.514751 -0.678633 2.256411
O -3.526632 -0.474881 0.885802
I -1.556575 1.490301 2.977496
H 2.487701 3.692314 0.299932
H 1.968632 2.137997 1.132756
H 2.671612 2.001574 -0.602255
H -0.707238 0.760007 -2.837639
H 0.982472 0.417950 -2.194037
H -1.389512 0.925872 -0.027961
H -1.495618 -0.543239 -1.125322
H 1.158292 0.073520 0.655564
H 0.967184 -1.191410 -0.678266
H 0.494157 -1.125932 3.008738
H 1.366688 -4.339024 0.873211
H 1.976409 -3.589552 2.476580
H 2.890302 -2.561738 -1.175250
H -3.249711 -1.127334 0.196007
Na 4.111124 1.801946 -0.326927
Al 2.253261 2.164804 -3.248053
F -8.658303 -3.097396 -1.506839
C -7.356029 -3.342131 -1.366312
C -6.625343 -3.797136 -2.458444
C -5.267570 -4.047173 -2.312950
C -4.652281 -3.850761 -1.073551
C -5.396995 -3.398566 0.016878
C -6.752780 -3.137571 -0.130263
H -7.122031 -3.951336 -3.409211
H -4.685952 -4.395098 -3.159750
H -3.590231 -4.050974 -0.959318
H -4.917904 -3.251014 0.979419
H -7.345054 -2.777709 0.702788
C 1.134714 2.494615 6.229288
C 1.764422 2.446787 4.867575
N 2.259205 2.408545 3.789287
H 1.398162 1.597325 6.794297
H 1.488388 3.372164 6.770990
H 0.048056 2.549051 6.133673
C -1.720322 6.303023 1.617700
C -1.166359 7.692214 1.726912
N -0.728651 8.789144 1.813359
H -0.997751 5.652752 1.121177
H -1.929955 5.907213 2.613149
H -2.642463 6.315811 1.039325
O 3.764360 -0.049880 -6.890534
P 2.997919 -1.208644 -7.557197
N 2.481423 -1.815814 -6.031245
C 2.529455 -3.176333 -5.526635
C 1.536616 -0.988666 -5.300087
N 4.438096 -2.025949 -8.043136
C 4.815656 -3.378271 -7.673728
C 5.654515 -1.226297 -8.200506
N 2.089320 -2.489463 -8.381922
C 2.303289 -2.451079 -9.853743
C 0.620786 -2.412054 -8.216228
H 1.980126 -3.888812 -6.149098
H 2.106648 -3.260694 -4.520334
H 3.556216 -3.523429 -5.416960
H 0.523939 -1.069528 -5.707764
H 1.823636 0.070065 -5.346820
H 1.494179 -1.242807 -4.234706
H 5.298123 -3.410266 -6.689596
H 5.527981 -3.787758 -8.398797
H 3.973746 -4.071240 -7.685902
H 6.119378 -1.010633 -7.232573
H 5.439728 -0.282782 -8.705796
H 6.391062 -1.743010 -8.823178
H 1.973952 -1.496535 -10.275619
H 1.756475 -3.260473 -10.345507
H 3.348712 -2.593287 -10.128365
H 0.244315 -1.412683 -8.453351
H 0.307981 -2.670692 -7.203562
H 0.112653 -3.135486 -8.859504
O -4.103138 7.771020 1.000403
Cl -4.452629 9.166096 0.857282
O -5.888483 9.298182 0.787013
O -3.864936 9.692402 -0.352945
O -3.953267 9.906834 1.991344
C -0.698128 1.933052 12.968479
C 0.504284 1.604961 12.107562
O 0.153134 0.687782 11.071463
C -0.418938 1.233802 9.968294
O -0.637501 2.413949 9.837069
C -0.711069 0.149480 8.920390
F -1.268222 -0.952059 9.463243
F 0.401926 -0.268326 8.284332
F -1.557424 0.572683 7.961958
H -1.154717 1.018640 13.356518
H -0.411001 2.568740 13.809523
H -1.465004 2.451095 12.389127
H 1.274436 1.103732 12.722003
H 0.963108 2.506937 11.690516
Br 1.970324 1.910769 9.051150
Al 2.684385 0.495322 13.470939

Cartesian forces, eV/Å:
C -0.956 -0.285 0.029
C -4.058 2.024 3.736
O 4.399 -2.155 -3.613
O 2.263 -0.223 1.077
C -2.079 -1.356 -0.814
C 0.825 -0.990 -0.573
C 0.133 0.367 -0.206
Ta 3.191 -1.581 2.113
I 0.751 1.380 -1.370
C 0.692 -0.882 -0.569
O -0.915 0.903 2.356
O 0.303 -0.429 -2.606
C -5.717 -4.431 -6.870
O 3.616 3.976 0.726
O 1.386 0.981 6.208
P -1.983 0.509 -2.051
O 1.628 -0.388 1.448
I -0.283 -0.907 -0.639
H -0.683 -1.390 -0.622
H -0.087 0.805 -1.591
H -4.532 1.672 0.412
H 1.240 0.692 1.341
H -1.165 0.682 0.767
H 1.175 -0.647 -1.023
H 1.372 1.209 0.630
H -1.292 -0.852 -0.768
H -0.995 0.606 1.391
H -0.411 -0.222 -0.534
H -0.082 1.497 1.024
H -0.732 0.424 -1.335
H -0.260 -0.792 1.065
H -0.439 0.545 0.571
Na 4.711 -0.861 1.107
Al -0.658 0.049 -0.600
F 0.289 -0.043 0.039
C 0.189 -0.058 0.012
C 0.198 -0.134 -0.382
C -0.360 0.131 0.092
C 0.055 0.053 -0.104
C -0.238 0.066 -0.216
C 0.105 0.130 0.425
H -0.022 0.025 0.093
H -0.098 0.010 0.096
H -0.248 -0.066 -0.134
H -0.086 -0.079 -0.058
H -0.025 -0.053 -0.087
C 0.297 -0.057 -1.454
C 1.166 -0.041 -2.827
N -1.818 0.052 3.588
H -0.056 0.249 -0.542
H 0.023 -0.121 -0.178
H 0.079 0.007 -0.091
C 0.518 0.733 0.052
C 1.039 2.639 0.216
N -1.499 -3.879 -0.328
H 0.003 0.114 0.085
H 0.024 0.119 -0.060
H 0.219 0.014 0.084
O -2.752 2.061 -2.572
P 4.871 -4.787 4.145
N -1.306 0.189 1.609
C 0.047 -0.577 -0.254
C 0.271 0.107 -0.191
N 0.854 0.186 -0.251
C -0.478 -0.630 -0.570
C -0.144 0.427 -0.247
N -1.138 3.120 -1.752
C 0.464 -0.341 -0.701
C -0.525 -0.218 0.593
H 0.073 -0.090 -0.025
H -0.142 0.341 -0.158
H -0.002 -0.038 -0.213
H -0.230 0.141 0.225
H 0.109 0.223 -0.246
H 0.040 -0.287 -0.047
H 0.027 0.054 0.017
H 0.039 0.220 0.058
H -0.055 0.228 0.142
H 0.027 0.060 0.003
H 0.004 -0.073 0.251
H -0.244 -0.235 0.113
H -0.138 -0.188 -0.092
H -0.122 0.116 0.284
H -0.058 0.100 0.319
H -0.149 -0.172 -0.122
H 0.246 0.110 0.055
H 0.309 0.144 -0.089
O -0.495 0.631 -0.158
Cl -0.032 -0.329 -0.521
O 0.507 0.003 0.378
O 0.012 -0.148 0.640
O -0.298 0.051 -0.363
C -0.036 -0.257 0.330
C -1.467 0.968 -0.686
O -0.335 -0.337 -0.065
C 0.575 1.218 0.913
O -0.555 -1.156 -0.018
C -0.687 -1.777 -1.369
F 0.259 0.765 0.232
F -0.555 0.016 0.370
F 0.454 0.390 0.741
H 0.096 0.062 0.019
H -0.040 0.008 -0.069
H 0.259 0.052 -0.043
H -1.356 0.272 -0.821
H 0.096 -0.173 -0.053
Br 1.800 0.607 0.879
Al 1.791 -0.795 0.841

Results
DFT total energy = -7798.56267 a.u.
Net charge = +3
E_LUMO = -12.43 eV
HOMO energy = -13.313 eV
HOMO-LUMO gap = 0.881 eV

Atom charges from the Mulliken analysis, given in e for atoms 1 to 2: atom 1 (C): -0.65, atom 2 (C): 0.45